No. 1
C29H46AuP2Se | wB97M-V/def2-TZVPD

Geometry (Å):
1 Au -0.603 -2.146 -4.596
2 C -0.494 -2.974 2.512
3 C 0.777 -3.211 1.920
4 C 1.038 -1.601 3.541
5 C -0.333 -1.973 3.510
6 C 1.721 -2.359 2.554
7 C -1.759 -3.662 2.181
8 H -1.697 -4.147 1.200
9 H -2.604 -2.960 2.163
10 H -1.998 -4.441 2.922
11 C -1.394 -1.403 4.365
12 H -2.303 -2.016 4.323
13 H -1.660 -0.378 4.057
14 H -1.062 -1.350 5.413
15 C 1.643 -0.612 4.455
16 H 1.155 -0.644 5.438
17 H 1.542 0.414 4.066
18 H 2.712 -0.817 4.591
19 C 3.174 -2.287 2.281
20 H 3.755 -2.674 3.133
21 H 3.499 -1.251 2.109
22 H 3.439 -2.881 1.400
23 C 1.067 -4.209 0.868
24 H 1.268 -5.202 1.302
25 H 1.949 -3.919 0.284
26 H 0.217 -4.317 0.183
27 C -1.594 -0.750 -5.761
28 C -0.619 -1.476 -6.541
29 C 0.726 -0.900 -6.940
30 C 1.866 -1.295 -5.965
31 C 1.375 -1.527 -4.561
32 C 0.481 -0.568 -3.938
33 C 0.116 0.728 -4.629
34 C -1.298 0.641 -5.249
35 H 0.673 0.185 -7.086
36 H 2.695 -0.570 -6.008
37 H 0.983 -1.327 -7.924
38 H -1.442 1.419 -6.013
39 H -2.640 -1.006 -5.947
40 H -1.015 -2.226 -7.233
41 H -2.031 0.872 -4.459
42 H 0.133 1.531 -3.873
43 H 0.452 -0.521 -2.842
44 H 0.875 1.012 -5.372
45 H 2.271 -2.251 -6.334
46 H 2.038 -2.069 -3.880
47 P -1.141 1.495 0.434
48 C -2.640 2.464 0.575
49 C -1.553 -0.244 0.596
50 P 1.412 1.242 -1.517
51 C -0.337 1.830 -1.146
52 C 1.747 -0.163 -0.381
53 C 2.434 2.565 -0.771
54 H -2.548 3.254 1.328
55 H -3.465 1.796 0.857
56 H -2.855 2.915 -0.403
57 H -0.658 -0.872 0.666
58 H -2.138 -0.553 -0.283
59 H -2.153 -0.397 1.505
60 H 2.487 3.398 -1.491
61 H 3.451 2.173 -0.612
62 H 2.021 2.927 0.187
63 H -0.344 2.927 -1.291
64 H -0.990 1.378 -1.919
65 H 1.472 0.066 0.663
66 H 2.829 -0.365 -0.411
67 H 1.219 -1.070 -0.704
68 Se 0.433 2.019 1.946
69 C -0.594 3.127 3.191
70 C -0.983 4.426 2.829
71 C -1.741 5.191 3.717
72 C -2.071 4.676 4.976
73 C -1.647 3.395 5.352
74 C -0.896 2.616 4.465
75 H -0.694 4.815 1.849
76 H -2.067 6.191 3.421
77 H -2.657 5.279 5.673
78 H -1.892 2.996 6.338
79 H -0.538 1.622 4.741

E_LUMO (spin up / spin down)	-2.7 / -3.5	eV
Kohn-Sham gap (spin up / spin down)	4.78 / 5.95	eV
HOMO energy (spin up / spin down)	-7.5 / -9.5	eV
relative energy (zero: lowest compared OMol25 entry of this formula, charge and spin)	0.000	eV
strongest force on any atom	0.07641	hartree/bohr
total charge	+1
2S+1	3



No. 2
C29H46BrN3P2SSn | wB97M-V/def2-TZVPD

Geometry (Å):
1 C -0.547 5.259 -6.027
2 C -0.701 4.034 -6.699
3 C -0.927 4.076 -8.083
4 C -0.972 5.323 -8.721
5 N -0.838 6.464 -8.055
6 C -0.595 6.455 -6.753
7 C -0.701 2.808 -5.928
8 C -1.173 2.412 -4.775
9 C -1.761 2.572 -3.466
10 C -0.887 2.551 -2.370
11 C -1.388 2.410 -1.090
12 C -2.762 2.214 -0.882
13 C -3.658 2.452 -1.945
14 C -3.159 2.543 -3.241
15 Sn -0.123 0.604 -5.437
16 P 2.347 -1.014 -1.366
17 H -1.131 3.171 -8.645
18 H -0.452 5.284 -4.945
19 H -1.136 5.390 -9.796
20 H -0.446 7.408 -6.239
21 H -3.832 2.544 -4.113
22 H 0.196 2.592 -2.582
23 H -4.717 2.536 -1.732
24 H -0.718 2.390 -0.236
25 C 2.471 -2.576 -0.361
26 C 3.396 -3.693 -0.831
27 H 1.431 -2.933 -0.323
28 H 2.713 -2.257 0.663
29 H 3.361 -4.512 -0.101
30 H 3.089 -4.103 -1.801
31 H 4.441 -3.372 -0.908
32 C 3.091 -1.500 -3.005
33 C 3.309 -0.309 -3.945
34 H 2.405 -2.234 -3.470
35 H 4.042 -2.013 -2.796
36 H 3.712 -0.689 -4.896
37 H 2.368 0.231 -4.165
38 H 4.031 0.412 -3.525
39 C 3.742 -0.001 -0.670
40 C 5.101 -0.683 -0.513
41 H 3.358 0.346 0.303
42 H 3.825 0.887 -1.319
43 H 5.819 0.058 -0.137
44 H 5.066 -1.508 0.208
45 H 5.499 -1.069 -1.461
46 Br -3.397 1.609 0.757
47 P -2.066 -1.938 -4.035
48 C -0.241 -2.185 -3.927
49 C 0.144 -3.663 -4.081
50 H 0.092 -1.770 -2.960
51 H 0.257 -1.617 -4.744
52 H 1.234 -3.774 -4.049
53 H -0.296 -4.290 -3.300
54 H -0.203 -4.054 -5.043
55 C -2.406 -1.661 -2.232
56 C -3.594 -2.524 -1.808
57 H -2.636 -0.595 -2.096
58 H -1.516 -1.873 -1.619
59 H -3.754 -2.445 -0.726
60 H -4.502 -2.180 -2.315
61 H -3.448 -3.584 -2.054
62 C -2.887 -0.390 -4.647
63 C -2.921 -0.292 -6.180
64 H -2.390 0.444 -4.125
65 H -3.921 -0.385 -4.250
66 H -2.864 0.732 -6.563
67 H -2.144 -0.897 -6.671
68 H -3.888 -0.700 -6.510
69 S 0.489 -0.134 0.803
70 C 0.395 -0.143 2.518
71 N -0.779 0.096 3.155
72 C -1.029 -0.154 4.573
73 C 0.237 0.095 5.371
74 C 1.408 -0.638 4.752
75 N 1.473 -0.386 3.306
76 H -1.574 0.249 2.536
77 H -1.361 -1.190 4.726
78 H -1.842 0.502 4.894
79 H 0.094 -0.245 6.399
80 H 0.439 1.170 5.415
81 H 1.323 -1.716 4.935
82 H 2.350 -0.300 5.187
83 H 2.301 -0.684 2.796

E_LUMO (spin up / spin down)	-8.5 / -7.8	eV
Kohn-Sham gap (spin up / spin down)	4.35 / 5.03	eV
HOMO energy (spin up / spin down)	-12.9 / -12.9	eV
relative energy (zero: lowest compared OMol25 entry of this formula, charge and spin)	0.000	eV
strongest force on any atom	0.06301	hartree/bohr
total charge	+2



No. 3
C29H46GdP2 | wB97M-V/def2-TZVPD

Geometry (Å):
1 Gd -0.121 -0.162 2.111
2 C -2.029 -1.286 3.573
3 C -1.632 -2.340 2.697
4 C 0.187 -1.800 4.040
5 C -0.911 -0.943 4.406
6 C -0.265 -2.653 2.975
7 C -3.408 -0.742 3.697
8 H -3.958 -0.836 2.749
9 H -3.402 0.319 3.979
10 H -3.979 -1.292 4.466
11 C -0.902 0.202 5.355
12 H -1.849 0.757 5.298
13 H -0.097 0.924 5.137
14 H -0.766 -0.149 6.391
15 C 1.585 -1.775 4.550
16 H 1.658 -2.254 5.540
17 H 1.974 -0.750 4.641
18 H 2.260 -2.311 3.866
19 C 0.535 -3.720 2.317
20 H 0.491 -4.664 2.890
21 H 1.592 -3.434 2.220
22 H 0.156 -3.930 1.307
23 C -2.536 -3.116 1.810
24 H -2.876 -4.045 2.301
25 H -2.034 -3.398 0.879
26 H -3.425 -2.535 1.546
27 C -1.061 1.665 0.714
28 C -2.106 0.778 0.843
29 C -2.605 -0.127 -0.267
30 C -1.517 -0.877 -1.082
31 C -0.321 -1.339 -0.287
32 C 0.833 -0.620 -0.132
33 C 1.026 0.793 -0.654
34 C -0.178 1.787 -0.512
35 H -3.232 0.453 -0.972
36 H -1.215 -0.255 -1.942
37 H -3.292 -0.871 0.169
38 H -0.781 1.735 -1.433
39 H -0.973 2.486 1.442
40 H -2.843 0.947 1.639
41 H 0.247 2.809 -0.504
42 H 1.911 1.232 -0.163
43 H 1.761 -1.132 0.168
44 H 1.299 0.771 -1.726
45 H -2.001 -1.762 -1.533
46 H -0.322 -2.415 -0.075
47 P -0.643 0.876 -4.563
48 C -0.727 2.720 -4.586
49 C -2.018 0.572 -5.757
50 P 1.623 -0.895 -5.338
51 C 0.778 0.712 -5.754
52 C 1.116 -1.864 -6.826
53 C 3.296 -0.426 -5.959
54 H 0.141 3.122 -4.049
55 H -1.645 3.031 -4.070
56 H -0.731 3.091 -5.620
57 H -1.917 1.219 -6.639
58 H -2.957 0.802 -5.237
59 H -2.031 -0.482 -6.061
60 H 3.243 -0.045 -6.986
61 H 3.932 -1.319 -5.921
62 H 3.714 0.339 -5.295
63 H 1.491 1.538 -5.586
64 H 0.423 0.719 -6.800
65 H 1.716 -2.783 -6.834
66 H 1.300 -1.296 -7.747
67 H 0.057 -2.135 -6.752
68 C 3.394 3.809 3.717
69 C 3.051 2.840 4.665
70 C 2.144 1.803 4.336
71 C 1.591 1.724 3.066
72 C 1.916 2.694 2.132
73 C 2.831 3.737 2.446
74 H 4.089 4.612 3.970
75 H 3.478 2.881 5.668
76 H 1.908 1.091 5.126
77 H 1.483 2.708 1.132
78 H 3.078 4.480 1.682

E_LUMO (spin up / spin down)	-3.7 / -4.0	eV
Kohn-Sham gap (spin up / spin down)	7.02 / 6.66	eV
HOMO energy (spin up / spin down)	-10.8 / -10.6	eV
relative energy (zero: lowest compared OMol25 entry of this formula, charge and spin)	0.000	eV
strongest force on any atom	0.08976	hartree/bohr
total charge	+1
2S+1	8